Record 1
ORCA calculation (wB97M-V/def2-TZVPD) on 2 unconnected molecules or ions with the total composition FOPS in a non-equilibrium geometry.

```
4
Properties=species:S:1:pos:R:3:lowdin_charge:R:1
O 2.18 -0.42 0.35 -0.526
F -2.40 0.96 -0.98 -0.655
P 1.13 -0.89 1.21 0.863
S -0.90 0.36 -0.58 0.319
```

As for the energy relative to the best compared isomer or geometry (same formula, charge and spin): 418.4 kJ/mol. The total charge is 0. As for the spin multiplicity: 1. The orbital gap (alpha / beta) comes out at 6.1 / 6.1 eV.

=====

Record 2
ORCA calculation (wB97M-V/def2-TZVPD) on a molecular structure, FeN9O27Pb in a non-equilibrium geometry.

```
38
Properties=species:S:1:pos:R:3:lowdin_spin:R:1
Fe -0.77 1.52 -0.10 3.808
Pb 2.18 -1.25 2.15 0.001
N 0.56 4.21 0.16 0.003
O -0.57 3.72 0.15 0.024
O 0.82 5.10 -0.61 0.006
O 1.44 3.70 0.77 0.003
N -3.26 2.09 -2.40 0.003
O -2.83 2.49 -3.45 0.002
O -4.44 2.03 -2.13 0.001
O -2.40 1.68 -1.65 0.018
N 0.29 1.10 2.57 0.001
O 0.99 0.57 3.43 0.004
O -0.42 2.05 2.71 0.003
O 0.49 0.65 1.40 0.022
N -3.70 0.49 0.86 0.003
O -4.01 -0.64 0.64 0.005
O -4.58 1.33 0.97 0.004
O -2.54 0.78 1.04 0.026
N -1.03 -1.12 -2.18 0.003
O -0.64 -0.44 -1.24 0.021
O -0.61 -0.93 -3.33 0.003
O -1.90 -1.94 -2.02 0.003
N 3.06 -2.50 -0.88 0.000
O 3.04 -1.43 -0.25 0.000
O 3.06 -2.60 -2.10 0.000
O 2.74 -3.53 -0.30 0.000
N -0.79 -3.38 1.26 0.000
O 0.00 -2.49 1.52 0.000
O -1.96 -3.15 0.99 0.000
O -0.29 -4.48 1.05 0.000
N 0.59 2.49 -3.10 0.003
O 0.45 2.00 -1.97 0.022
O 0.74 1.74 -4.11 0.004
O 0.55 3.72 -3.20 0.002
N 3.93 -3.42 3.35 0.000
O 4.58 -4.18 4.04 0.000
O 2.93 -3.76 2.80 0.000
O 4.30 -2.23 3.16 0.000
```

As for the energy relative to the best compared isomer or geometry (same formula, charge and spin): 0.0 kJ/mol. The total charge is -5. As for the spin multiplicity: 5. The orbital gap (alpha / beta) comes out at 4.1 / 4.1 eV. As for the expectation value of S²: 6.006.